{
  "formula": "C22H25N3O5",
  "method": "ωB97M-V/def2-TZVPD",
  "species": ["C", "C", "H", "H", "O", "C", "O", "C", "C", "N", "C", "C", "C", "H", "H", "H", "C", "O", "C", "N", "C", "O", "C", "N", "C", "O", "H", "C", "C", "C", "C", "C", "C", "H", "H", "H", "H", "H", "C", "C", "H", "H", "H", "H", "H", "H", "H", "H", "C", "H", "H", "H", "H", "H", "H"],
  "xyz": [[-7.6443, -0.8400, -0.5355], [-6.5723, -1.6897, 0.1335], [-6.7098, -1.6797, 1.2203], [-6.5981, -2.7174, -0.2358], [-5.2645, -1.2181, -0.1734], [-4.7982, -0.1996, 0.5705], [-5.4266, 0.2935, 1.4817], [-3.4586, 0.2215, 0.1721], [-2.7290, 1.2148, 0.8376], [-1.5558, 1.3598, 0.2134], [-1.4569, 0.4654, -0.8348], [-2.6490, -0.2627, -0.8825], [-2.9960, -1.3131, -1.8690], [-2.2211, -1.3855, -2.6260], [-3.9546, -1.0916, -2.3336], [-3.0936, -2.2745, -1.3671], [-0.3337, 0.4029, -1.7295], [-0.1650, -0.4748, -2.5542], [0.6945, 1.5593, -1.6465], [1.7642, 1.2686, -0.7175], [2.9545, 0.6921, -1.0850], [3.2834, 0.3953, -2.1998], [3.7715, 0.5379, 0.2030], [2.9110, 1.1926, 1.1603], [1.7608, 1.6353, 0.6240], [0.8793, 2.2565, 1.1810], [3.1840, 1.3977, 2.1058], [3.9549, -0.9453, 0.4854], [4.5701, -1.7461, -0.4697], [4.7587, -3.0950, -0.2315], [4.3372, -3.6583, 0.9612], [3.7136, -2.8670, 1.9089], [3.5186, -1.5168, 1.6726], [3.0180, -0.9173, 2.4180], [3.3719, -3.2992, 2.8376], [4.4865, -4.7111, 1.1476], [5.2332, -3.7081, -0.9825], [4.8753, -1.3181, -1.4115], [5.1337, 1.2465, 0.0934], [4.9976, 2.7211, -0.2680], [4.3837, 3.2513, 0.4575], [5.9791, 3.1874, -0.2894], [4.5461, 2.8314, -1.2512], [5.6521, 1.1375, 1.0493], [5.7195, 0.7369, -0.6709], [0.2208, 2.4999, -1.3590], [1.1517, 1.6463, -2.6366], [-0.7848, 1.9229, 0.5705], [-3.0950, 2.0310, 2.0166], [-3.6587, 1.4295, 2.7249], [-2.2025, 2.4366, 2.4882], [-3.7403, 2.8556, 1.7133], [-8.6248, -1.2617, -0.3331], [-7.6083, 0.1736, -0.1440], [-7.4842, -0.8101, -1.6108]],
  "forces_ev_per_a": [[0.4, -0.1, 0.1], [-0.6, 0.0, 0.2], [0.0, -0.1, -0.2], [0.0, 0.1, 0.1], [0.3, 0.0, -0.2], [0.0, 0.1, 0.2], [-0.1, 0.0, 0.0], [0.4, 0.2, 0.0], [-0.2, -0.2, -0.1], [-0.1, 0.2, 0.2], [-0.8, -0.6, -0.1], [0.4, 0.3, 0.1], [0.1, -0.1, -0.3], [-0.1, -0.1, 0.0], [0.0, -0.1, 0.0], [0.0, -0.1, 0.0], [0.4, 0.3, -0.2], [0.1, 0.1, 0.0], [-0.1, -0.1, -0.3], [-0.3, 0.1, 0.0], [0.2, 0.1, 0.1], [0.1, 0.0, -0.1], [0.5, -0.2, 0.0], [0.3, -0.1, 0.1], [0.0, 0.0, 0.0], [-0.2, 0.3, 0.1], [-0.2, 0.1, 0.0], [-0.1, 0.0, 0.1], [0.0, 0.0, 0.0], [0.0, 0.0, 0.0], [0.0, -0.1, 0.1], [0.0, -0.1, 0.1], [0.0, 0.1, 0.0], [-0.1, 0.0, 0.0], [0.0, 0.0, 0.1], [0.0, -0.1, 0.0], [0.0, -0.1, -0.1], [0.0, 0.0, -0.1], [-0.2, 0.2, -0.2], [0.1, -0.2, 0.1], [0.0, 0.1, 0.0], [0.0, 0.1, 0.0], [0.0, 0.1, -0.1], [0.0, -0.1, 0.0], [0.0, -0.1, 0.1], [0.1, 0.0, 0.0], [-0.1, 0.0, 0.1], [0.0, 0.0, 0.0], [0.0, 0.0, 0.1], [0.0, 0.1, 0.0], [0.0, 0.1, 0.1], [0.0, 0.1, 0.0], [-0.1, 0.0, 0.0], [0.0, 0.1, 0.0], [0.0, 0.0, -0.1]],
  "lowdin_charge": [-0.061, -0.217, 0.121, 0.123, -0.017, -0.431, 0.098, -0.035, -0.211, 0.143, -0.133, -0.120, -0.016, 0.069, 0.085, 0.093, -0.309, 0.088, -0.017, 0.095, -0.356, 0.146, -0.319, 0.164, -0.459, 0.076, 0.170, -0.145, -0.024, -0.066, -0.085, -0.078, -0.027, 0.106, 0.104, 0.103, 0.106, 0.113, -0.145, -0.074, 0.075, 0.077, 0.080, 0.127, 0.119, 0.134, 0.139, 0.107, 0.002, 0.081, 0.082, 0.095, 0.076, 0.074, 0.077],
  "relative_energy_ev": 0.0172,
  "smiles": "CCOC(=O)c1c(C)[nH]c(C(=O)CN2C(=O)N[C@@](CC)(c3ccccc3)C2=O)c1C"
}